1.
The following is a quantum chemistry calculation of a molecular structure, C10H8N2 at a distorted geometry, from OMol25.

Last column: Löwdin charge in e.
CARTESIAN COORDINATES (ANGSTROEM)
N -1.471 -1.269 -0.064  0.0993
N -3.716 -0.252 -0.363  0.0436
C -3.162 0.918 -0.010  -0.2192
C -1.863 1.180 0.492  -0.0326
C 1.130 -1.193 0.209  0.0061
C -1.170 0.056 0.077  -0.2463
C 2.575 -1.313 0.040  -0.0676
C 3.246 -0.125 -0.066  -0.1706
C 0.398 0.047 0.069  -0.1923
C 1.182 1.043 -0.160  -0.1442
C 2.586 1.057 -0.242  -0.1046
C -2.802 -1.430 -0.169  -0.0839
H -1.417 2.113 1.379  0.2326
H 4.392 -0.070 -0.198  0.1281
H 0.606 2.030 -0.200  0.1240
H 2.839 2.007 -0.982  0.1667
H 0.564 -1.964 0.632  0.0688
H 3.300 -2.232 0.130  0.1370
H -3.868 1.776 -0.500  0.1488
H -3.346 -2.381 -0.074  0.1062

Values from the calculation:
Gap between HOMO and LUMO ... 8.662 eV
Net charge ... 0
Energy above the lowest of the compared OMol25 structures with the same formula, charge and spin ... 117.9 kcal/mol
HOMO level ... -8.82 eV


2.
The following is a quantum chemistry calculation of 2 unconnected molecules or ions with the total composition C10H8N2O at a distorted geometry, from OMol25.

Last column: Löwdin charge in e.
CARTESIAN COORDINATES (ANGSTROEM)
O 2.581 -0.024 -1.083  0.0031
N 2.658 3.321 -0.826  0.1890
N 1.952 0.413 2.323  0.2193
C 2.150 0.580 1.189  -0.1990
C -1.050 1.530 0.928  -0.1028
C 2.680 2.210 -0.512  -0.1830
C -0.585 1.477 -0.397  -0.0698
C 2.441 0.923 -0.127  -0.3161
C 2.535 -1.271 -0.756  0.0273
C -0.404 0.251 -1.011  -0.1215
C -0.732 -0.888 -0.327  -0.0696
C -1.407 0.430 1.628  -0.1339
C -1.282 -0.780 0.993  -0.0715
H -1.580 -1.573 1.644  0.0894
H -1.114 2.353 1.597  0.0959
H 2.856 -2.086 -1.464  0.1145
H -1.754 0.584 2.730  0.1486
H 2.375 -1.532 0.391  0.1375
H 0.000 0.321 -1.936  0.0796
H -0.329 2.284 -0.999  0.0848
H -0.400 -1.709 -0.878  0.0783

Values from the calculation:
Gap between HOMO and LUMO (alpha / beta) ... 6.860 / 7.998 eV
Net charge ... 0
Energy above the lowest of the compared OMol25 structures with the same formula, charge and spin ... 120.2 kcal/mol
HOMO level (alpha / beta) ... -8.64 / -8.81 eV


3.
The following is a quantum chemistry calculation of a single C10H8N2O3 molecule at a distorted geometry, from OMol25.

Last column: Löwdin charge in e.
CARTESIAN COORDINATES (ANGSTROEM)
O 0.463 0.947 -3.495  0.1361
O 1.366 -1.010 -3.138  0.0634
O 0.108 0.831 2.536  0.0042
N 0.165 0.694 1.349  -0.1942
N 0.785 0.058 -2.799  -0.3744
C 0.505 0.232 -1.403  -0.0980
C -0.247 -0.660 -0.620  -0.0905
C 1.559 2.892 1.275  -0.0082
C -1.849 -2.667 -0.304  -0.0617
C -0.991 -1.752 -1.155  0.0293
C -1.243 -1.283 1.654  0.0527
C 0.957 1.593 0.695  -0.2069
C -1.832 -2.524 1.073  -0.0703
C 1.066 1.378 -0.670  0.0768
C -0.391 -0.463 0.859  -0.0789
H -2.320 -3.550 -0.802  0.1085
H -0.832 -1.949 -2.202  0.0918
H 2.094 2.643 2.178  0.0637
H 0.598 3.526 1.400  0.1205
H -2.371 -3.380 1.601  0.1227
H -1.467 -1.109 2.660  0.0835
H 1.561 2.128 -1.252  0.1123
H 2.319 3.426 0.560  0.1176

Values from the calculation:
Gap between HOMO and LUMO ... 6.874 eV
SMILES ... Cc1cc([N+](=O)[O-])c2ccccc2[n+]1[O-]
Net charge ... 0
Energy above the lowest of the compared OMol25 structures with the same formula, charge and spin ... 73.9 kcal/mol
HOMO level ... -8.03 eV


Electronic energy for every record listed, in sequence, given in Ha: -495.18133; -570.41716; -720.85772.